Molecular formula: C57H49AsF3O4SZr
Method: DFT, ωB97M-V/def2-TZVPD

Values from the calculation:
HOMO energy = -2.960 eV
E = -5482.9865 Eh
frontier orbital gap = 5.3 eV
ΔE to the lowest compared entry with this formula, charge and spin = 353.6 kJ/mol

ORCA input file:
```
! wB97M-V def2-TZVPD RIJCOSX def2/J DEFGRID3
* xyz -1 1
O 13.755 13.110 16.403
H 7.412 13.812 16.294
C 6.736 11.945 17.137
H 16.966 15.140 12.501
C 17.675 10.680 15.225
C 14.918 10.862 15.539
H 8.889 10.588 7.566
C 7.677 12.776 16.521
H 15.056 8.879 16.401
C 9.273 14.896 17.501
H 10.028 10.310 16.136
C 9.061 10.762 16.008
C 12.295 6.790 16.211
C 8.152 10.026 16.903
C 15.881 15.189 12.310
H 8.360 8.992 17.058
H 14.242 14.304 19.410
C 13.339 10.939 15.583
C 9.790 14.581 16.247
H 6.215 7.314 8.328
H 6.452 10.079 18.184
C 10.993 13.461 7.120
H 17.453 8.863 16.498
H 13.020 15.539 16.080
H 9.347 14.165 18.358
C 13.492 15.456 17.064
H 5.829 12.326 17.538
C 8.762 16.167 17.704
S 9.855 11.560 11.054
C 14.058 8.173 5.273
C 13.770 14.149 11.989
C 10.347 12.338 9.576
H 13.438 17.513 12.153
C 12.427 9.230 7.269
As 11.542 9.711 9.050
H 12.494 6.636 14.039
H 9.403 17.547 14.754
C 12.866 8.630 14.796
H 10.936 11.929 17.568
H 14.534 15.783 16.932
C 7.190 7.761 8.484
H 13.235 8.947 13.842
C 15.164 14.056 12.070
C 9.690 8.973 8.751
H 12.328 9.683 17.937
C 12.726 7.688 5.459
H 8.140 6.139 9.635
H 10.627 15.311 14.487
C 12.327 9.029 17.077
H 11.164 7.552 6.940
H 12.288 6.822 4.910
C 8.804 10.399 14.585
C 9.999 15.573 15.293
C 12.943 12.962 11.735
H 8.341 18.070 16.903
C 7.451 8.995 7.960
H 14.022 12.584 19.053
C 13.190 15.407 12.219
H 12.273 5.729 16.421
C 12.014 8.094 6.567
H 12.140 15.388 12.219
C 7.052 10.602 17.443
O 10.654 13.138 14.586
H 15.963 17.325 12.665
H 9.501 14.167 10.127
F 8.519 9.103 14.425
H 12.320 13.135 10.795
C 12.843 9.530 15.865
H 15.350 13.507 18.364
C 12.053 7.659 17.250
H 11.651 7.297 18.201
H 15.599 13.044 12.053
C 15.627 9.751 16.039
F 10.143 10.383 13.803
C 8.683 9.613 8.039
Zr 11.484 12.097 13.190
C 8.717 17.045 16.673
H 18.760 10.637 15.221
H 17.432 12.499 14.093
C 13.954 16.575 12.286
C 9.330 16.774 15.463
C 14.322 13.587 18.607
C 11.204 12.088 7.358
H 11.421 11.390 6.609
H 6.583 9.467 7.547
C 12.592 7.302 14.934
F 8.013 11.167 13.864
H 10.324 15.302 7.967
C 10.229 13.144 15.947
C 8.244 7.092 9.183
H 13.054 15.994 17.943
C 9.517 7.641 9.185
C 15.335 16.421 12.476
C 15.628 11.889 14.921
C 10.070 13.677 9.297
H 8.477 16.461 18.697
H 15.537 9.612 6.038
O 12.942 11.297 14.178
H 11.041 13.917 6.102
H 13.970 10.629 7.568
C 13.729 9.715 7.010
C 10.420 14.260 8.097
H 15.170 12.828 14.522
C 11.486 12.701 16.944
C 14.533 9.206 6.037
O 11.999 13.698 17.766
C 8.906 12.287 16.186
H 13.638 12.184 11.427
H 14.724 7.625 4.623
C 12.909 12.042 16.563
C 11.038 11.575 8.604
H 13.294 11.551 17.442
C 16.981 11.744 14.682
C 13.388 13.993 17.458
C 16.972 9.670 15.946
H 10.261 7.137 9.802
*
```

Atomic partial charges in e from the Löwdin method, atoms 1 to 5: -0.037 0.118 -0.158 0.106 -0.077

Molecular formula: C47H66NO31
Method: DFT, ωB97M-V/def2-TZVPD

Values from the calculation:
HOMO energy (alpha / beta) = -8.279 / -8.390 eV
expectation value of S² = 0.754
E = -4217.7145 Eh
frontier orbital gap (alpha / beta) = 8.5 / 8.6 eV
ΔE to the lowest compared entry with this formula, charge and spin = 205.7 kJ/mol

ORCA input file:
```
! wB97M-V def2-TZVPD RIJCOSX def2/J DEFGRID3
* xyz 0 2
C -11.445 -0.630 -1.637
H 0.815 -4.188 -0.332
C -5.451 8.939 -5.908
H -8.156 5.786 4.576
H -3.690 0.901 0.619
H 8.300 -4.668 5.902
O 15.933 -6.921 -5.801
C 14.919 -6.358 -5.538
H 10.748 -4.513 -0.840
C -4.519 -0.032 -1.151
O 8.083 -4.377 3.057
C 12.874 -5.463 -5.778
H -7.853 -0.336 -4.744
H 12.145 -6.275 -5.855
H -9.326 2.337 0.400
O 3.351 -0.468 4.220
C 7.683 -4.269 6.712
O -7.275 3.882 0.960
H -6.794 4.250 3.326
H -11.476 3.504 -0.929
C 7.278 -2.101 6.302
H -12.343 -2.428 -2.541
N -11.619 0.843 -1.708
H -8.272 1.458 -1.977
O 4.228 -0.905 2.204
H -12.903 -0.921 -0.043
C -0.175 -1.608 0.079
O -7.261 5.239 6.349
O 14.465 -6.144 -4.277
C 0.200 -3.786 0.477
H -9.077 0.599 0.066
C 12.623 -2.412 -2.211
O -5.394 4.590 -0.061
H -6.418 8.806 -6.399
H 12.323 -4.200 -0.086
H -6.580 6.202 -2.027
C -10.645 3.141 -1.575
H 14.014 -0.616 0.892
H 13.862 1.639 1.710
C 3.435 0.781 3.535
H 7.172 -5.094 7.206
C -8.060 -0.766 -3.736
H -4.848 9.629 -6.497
H 2.617 0.227 1.602
H -9.311 -1.173 -1.087
C -7.863 4.876 5.107
C -5.915 5.256 6.158
O 7.670 -4.085 0.874
O 8.388 -2.123 7.083
H -6.760 3.064 4.647
O -5.583 4.726 4.952
H 2.542 1.380 3.709
H -6.443 4.788 -3.087
C -6.710 4.270 -0.017
C -6.498 -1.485 -1.696
H 11.185 -2.189 0.560
C -4.795 0.869 -2.272
H 6.056 -2.790 1.130
C 13.354 -5.250 -4.370
H -6.473 9.972 -4.298
C 13.964 -0.511 1.979
C 11.806 -0.545 2.601
C -9.242 1.253 -2.488
H -2.821 -0.597 0.203
H -2.555 0.969 -0.753
C -3.293 0.299 -0.250
O 12.129 -1.635 -1.213
H -0.324 -4.608 0.963
O -5.672 8.121 -3.782
H 4.306 1.329 3.904
H 10.169 -2.188 -0.895
O -4.811 7.668 -5.799
C -5.085 7.181 -4.565
H -10.144 -0.143 -3.911
H 13.894 1.123 3.409
H -10.755 3.421 -2.650
C 6.482 -3.691 1.567
H -11.165 -0.944 0.580
C -5.048 4.786 -1.433
C 11.589 -3.823 -0.801
O -0.610 -0.619 -0.417
C -9.377 -0.202 -3.089
H 0.537 -2.919 2.438
C 11.164 -2.416 -0.504
O 4.196 -2.511 3.791
O 12.117 0.765 2.433
H -8.748 4.262 5.269
O -12.129 1.240 -2.831
O 0.932 -1.650 0.868
H -5.118 -1.921 -0.028
H 13.704 -4.231 -4.197
O 13.324 -2.014 -3.088
H 7.334 -2.457 3.134
C 3.580 0.363 2.099
H -11.785 -2.370 -0.353
C 8.526 -4.598 1.796
H -4.627 3.859 -1.827
O 10.711 -0.953 2.828
H -13.459 -0.992 -2.459
H -12.120 -1.116 -3.745
C -9.991 -1.134 -1.983
H -10.040 -2.194 -2.354
H 6.222 -3.711 3.714
H 9.506 -3.739 7.763
H -7.187 -2.341 -1.534
O 12.214 -3.701 -2.083
H 5.748 -4.498 1.499
H 14.919 -0.808 2.408
H 12.446 -4.562 -6.215
O -5.130 5.679 6.945
C 0.992 -2.952 1.445
C 3.948 -1.400 3.440
C -5.325 -1.211 -0.852
C -12.417 -1.319 -2.694
O 14.064 -5.846 -6.464
C 8.469 -3.419 7.671
O -4.841 6.070 -4.210
H -4.314 5.581 -1.540
H -8.199 -1.871 -3.850
C 13.540 0.867 2.407
C -6.805 -0.584 -2.807
H -4.709 9.910 -4.113
H -10.683 1.149 0.787
H -6.203 1.289 -3.941
O -7.304 4.448 -1.222
O 9.538 -5.169 1.529
H -9.678 3.632 -1.234
C -9.855 1.407 0.078
H 8.019 -3.384 8.667
C -5.964 0.594 -3.106
C -6.368 5.131 -2.060
H 4.182 1.062 1.520
C 6.975 -3.477 2.968
C -6.761 4.131 4.409
O 6.828 -1.120 5.800
H 12.597 -5.493 -3.629
H 2.024 -3.288 1.539
C -11.853 -1.262 -0.241
C -10.371 1.582 -1.410
H -9.297 1.970 -3.352
O -0.722 -2.843 -0.068
O 6.745 -3.344 6.165
C -5.585 9.367 -4.473
H -4.188 1.766 -2.514
O 12.906 -1.333 2.473
*
```

Atomic partial charges in e from the Löwdin method, atoms 1 to 5: -0.461 0.136 -0.120 0.134 0.088

Molecular formula: H14O7Zn
Method: DFT, ωB97M-V/def2-TZVPD

Values from the calculation:
HOMO energy = -16.865 eV
E = -2313.7157 Eh
frontier orbital gap = 5.6 eV
ΔE to the lowest compared entry with this formula, charge and spin = 384.3 kJ/mol

ORCA input file:
```
! wB97M-V def2-TZVPD RIJCOSX def2/J DEFGRID3
* xyz 2 1
O 2.450 -0.534 -3.525
O -1.196 -0.807 -2.156
H -2.026 -1.854 3.063
H -3.224 1.554 0.828
O 1.131 2.056 -0.911
H 1.307 0.613 3.580
H 1.785 -0.328 -4.181
O 1.675 -1.964 0.363
O -2.328 1.863 0.694
H 0.954 2.871 -1.379
H 0.008 1.379 3.712
H -2.412 2.580 0.065
H 2.069 -0.241 -2.697
O -1.811 -1.707 2.142
H 1.502 -2.462 1.162
H -2.489 -2.179 1.659
Zn -0.189 0.113 0.569
O 0.559 0.928 3.073
H 2.079 2.058 -0.776
H -1.127 -0.172 -2.869
H 2.601 -2.120 0.179
H -1.319 -1.648 -2.595
*
```

Atomic partial charges in e from the natural (NBO) method, atoms 1 to 5: -0.912 -0.983 0.517 0.515 -1.000

Molecular formula: C22H26ClNdO4P2
Method: DFT, ωB97M-V/def2-TZVPD

Values from the calculation:
HOMO energy = -13.733 eV
expectation value of S² = 3.755
E = -2858.6434 Eh
frontier orbital gap = 5.4 eV
ΔE to the lowest compared entry with this formula, charge and spin = 37.4 kJ/mol

ORCA input file:
```
! wB97M-V def2-TZVPD RIJCOSX def2/J DEFGRID3
* xyz 2 4
Cl 0.289 -1.949 2.441
C 1.017 4.897 0.856
C 0.135 1.379 -3.130
H 0.645 1.762 2.035
O 3.120 -4.261 0.715
O 3.470 -1.169 0.449
Nd 1.789 -0.222 1.286
H 1.328 0.581 4.095
H 1.140 1.478 -2.704
O 0.999 -5.625 1.269
C -0.977 1.063 -2.321
H 2.040 0.864 4.043
C -2.350 0.704 0.216
C 0.653 2.534 1.227
H -4.716 -1.684 0.872
C 1.278 3.736 1.571
H -3.378 1.026 -4.745
C 0.998 -1.084 -1.177
H -5.929 0.337 1.694
H -0.870 -5.787 2.180
H 1.961 3.746 2.422
H -0.986 3.599 -1.588
H -0.061 5.761 -0.819
P -0.679 0.811 -0.533
H -1.407 1.543 -6.175
H -2.423 -1.459 -0.061
C -0.027 1.578 -4.504
C -2.257 0.976 -2.915
H 4.455 -2.468 -0.818
C 0.099 -5.297 2.349
C -3.045 1.827 0.703
H 1.459 5.847 1.152
H 3.562 -3.359 2.509
H 0.505 -5.594 3.306
C 0.175 4.861 -0.251
C 3.530 -4.364 2.086
H -4.835 2.569 1.599
H -2.558 2.801 0.678
C -4.935 0.430 1.272
H 4.753 -0.764 -1.137
H -3.138 0.740 -2.310
H -0.037 -4.223 2.403
C -0.084 2.454 0.012
H 4.504 -4.860 2.105
C 4.606 -1.498 -0.336
C -2.958 -0.566 0.286
H 0.843 1.772 -5.128
C -4.247 -0.701 0.800
C -2.392 1.162 -4.294
C -1.290 1.445 -5.095
C -0.362 3.641 -0.694
H 5.503 -1.506 0.293
P 1.651 -4.637 0.156
O 0.941 -1.569 -2.223
H 2.822 -4.961 2.664
C -4.328 1.684 1.216
*
```

Atomic partial charges in e from the Löwdin method, atoms 1 to 5: -0.077 -0.044 -0.123 0.025 -0.379

Molecular formula: C5H13NO
Method: DFT, ωB97M-V/def2-TZVPD

Values from the calculation:
HOMO energy = -9.999 eV
SMILES = CCC(N)=O.CC
E = -328.2318 Eh
frontier orbital gap = 10.8 eV
ΔE to the lowest compared entry with this formula, charge and spin = 228.6 kJ/mol

ORCA input file:
```
! wB97M-V def2-TZVPD RIJCOSX def2/J DEFGRID3
* xyz 0 1
N -0.579 -1.659 -1.110
H -0.662 -0.672 1.482
C -2.776 -0.307 1.651
H -1.087 -1.674 -2.008
H 3.472 0.291 -1.749
H 1.681 0.763 0.708
H 3.425 0.926 0.777
H -1.077 0.662 0.835
H -3.218 0.716 1.582
O -2.131 -0.155 -1.329
C 2.605 1.246 0.213
C -1.486 -0.781 -0.474
C -1.428 -0.367 0.937
H -0.016 -2.354 -0.816
H 1.772 0.008 -1.441
C 2.557 0.773 -1.211
H -3.634 -0.868 1.127
H 2.481 1.613 -1.872
H -2.599 -0.460 2.717
H 2.701 2.299 -0.019
*
```

Atomic partial charges in e from the natural (NBO) method, atoms 1 to 5: -0.842 0.217 -0.615 0.412 0.199

Molecular formula: C2HNO2S
Method: DFT, ωB97M-V/def2-TZVPD

Values from the calculation:
HOMO energy (alpha / beta) = -6.923 / -10.524 eV
expectation value of S² = 2.010
E = -679.9543 Eh
frontier orbital gap (alpha / beta) = 7.1 / 9.3 eV
ΔE to the lowest compared entry with this formula, charge and spin = 396.8 kJ/mol

ORCA input file:
```
! wB97M-V def2-TZVPD RIJCOSX def2/J DEFGRID3
* xyz 0 3
C 0.783 1.704 -1.116
H -0.318 -0.407 0.229
O 2.134 1.540 -0.930
O 1.354 0.917 1.484
C -0.165 0.015 -0.728
N 0.016 0.618 -1.754
S 1.454 2.013 0.545
*
```

Atomic partial charges in e from the natural (NBO) method, atoms 1 to 5: 0.192 0.259 -0.612 -0.885 0.071

Molecular formula: CH18Mn2O12
Method: DFT, ωB97M-V/def2-TZVPD

Values from the calculation:
HOMO energy (alpha / beta) = -15.966 / -15.966 eV
expectation value of S² = 30.005
E = -3253.3202 Eh
frontier orbital gap (alpha / beta) = 7.4 / 7.4 eV

ORCA input file:
```
! wB97M-V def2-TZVPD RIJCOSX def2/J DEFGRID3
* xyz 2 11
H -28.909 30.780 7.403
O -28.893 29.290 3.747
H -28.688 33.004 7.059
O -30.942 33.243 2.929
H -28.735 31.391 8.807
H -29.424 29.254 4.553
O -32.284 30.637 6.795
H -35.553 30.124 6.815
Mn -29.735 33.489 4.727
O -35.096 30.909 7.129
H -28.145 28.703 3.903
O -31.008 32.114 5.678
O -30.295 30.067 6.310
H -33.465 30.037 3.754
O -28.321 31.343 7.939
O -33.797 30.804 4.233
O -28.570 31.926 3.856
H -31.777 28.745 10.015
O -31.378 29.254 9.294
H -28.806 30.971 3.771
O -32.963 32.911 8.557
H -27.705 31.993 3.435
H -27.832 34.269 6.763
O -28.555 33.736 6.410
H -32.392 32.331 8.047
H -33.237 30.890 5.014
H -30.949 33.789 2.132
H -34.168 30.677 7.242
H -31.000 30.036 9.716
Mn -31.618 28.700 7.238
H -33.864 32.661 8.314
H -31.266 32.377 2.651
C -31.202 31.008 6.205
*
```

Atomic partial charges in e from the natural (NBO) method, atoms 1 to 5: 0.493 -0.953 0.543 -0.999 0.478

Molecular formula: C11H15N
Method: DFT, ωB97M-V/def2-TZVPD

Values from the calculation:
HOMO energy = -7.842 eV
SMILES = Cc1c[nH]c2ccccc12.CC
E = -482.8948 Eh
frontier orbital gap = 8.8 eV
ΔE to the lowest compared entry with this formula, charge and spin = 53.4 kJ/mol

ORCA input file:
```
! wB97M-V def2-TZVPD RIJCOSX def2/J DEFGRID3
* xyz 0 1
C -0.791 -0.159 -1.420
C -1.011 0.258 -2.839
H -2.238 3.408 1.257
H -1.478 1.246 -2.830
C -1.182 0.649 -0.290
H -2.431 1.855 3.128
H -0.129 0.269 -3.466
N -0.659 -1.418 0.422
H 1.876 -0.050 1.044
H -1.739 -0.402 -3.322
C -1.951 1.502 2.227
C 2.836 -0.561 0.869
C 2.866 -1.548 -0.285
C -1.484 0.202 2.122
H 3.544 0.240 0.715
C -0.410 -1.361 -0.946
H 2.206 -2.384 -0.084
C -1.037 -0.168 0.852
H 2.749 -1.049 -1.248
H 3.887 -1.945 -0.327
H -1.621 2.716 -0.908
H 3.028 -1.042 1.835
H 0.046 -2.167 -1.502
H -1.261 -0.395 2.988
C -1.903 2.388 1.156
C -1.619 1.960 -0.138
H -0.095 -2.043 0.987
*
```

Atomic partial charges in e from the natural (NBO) method, atoms 1 to 5: -0.085 -0.629 0.208 0.216 -0.112

Molecular formula: C3H5ClNP
Method: DFT, ωB97M-V/def2-TZVPD

Values from the calculation:
HOMO energy = -9.129 eV
E = -973.5651 Eh
frontier orbital gap = 8.5 eV
ΔE to the lowest compared entry with this formula, charge and spin = 127.1 kJ/mol

ORCA input file:
```
! wB97M-V def2-TZVPD RIJCOSX def2/J DEFGRID3
* xyz 0 1
C -0.147 0.311 -0.576
N 0.890 2.471 0.282
H -2.293 0.263 -0.480
H -0.063 0.177 -1.649
P 1.362 -1.528 0.079
C 0.424 1.491 -0.099
Cl 3.144 -0.638 -0.037
H -1.494 0.077 1.087
H -1.509 -1.262 -0.067
H 1.121 -1.184 1.430
C -1.436 -0.180 0.032
*
```

Atomic partial charges in e from the natural (NBO) method, atoms 1 to 5: -0.379 -0.305 0.225 0.245 0.484

Molecular formula: C7H14OPRu
Method: DFT, ωB97M-V/def2-TZVPD

Values from the calculation:
HOMO energy (alpha / beta) = -3.641 / -7.989 eV
expectation value of S² = 8.776
E = -786.2448 Eh
frontier orbital gap (alpha / beta) = 4.5 / 6.2 eV

ORCA input file:
```
! wB97M-V def2-TZVPD RIJCOSX def2/J DEFGRID3
* xyz 0 6
C 0.180 -1.598 2.099
H -0.153 3.454 1.578
H 1.028 0.742 -5.009
P -0.958 2.281 1.713
C 1.781 1.348 -3.010
H 2.774 1.755 -3.210
O 0.309 -1.696 0.660
H 0.117 -3.717 2.536
H -0.366 -0.641 2.374
H -1.252 0.079 -3.755
C -0.554 -2.851 2.614
C 0.847 0.841 -3.940
Ru -0.430 0.379 0.880
H -0.815 -2.706 3.665
H -1.040 2.162 3.129
C 1.183 1.206 -1.707
H -0.863 0.467 -1.034
C -0.352 0.464 -3.291
C -0.138 0.651 -1.869
H 1.198 -1.555 2.489
H -2.243 2.821 1.429
H 1.604 1.433 -0.720
H -1.472 -3.033 2.046
H -0.385 -2.284 0.333
*
```

Atomic partial charges in e from the natural (NBO) method, atoms 1 to 5: -0.091 -0.036 0.220 0.018 -0.136

Question: Which of these has the lowest E?
Answer: C57H49AsF3O4SZr